Formula: C11H44N8O11
Source: OMol25
Level of theory: the ωB97M-V functional and the def2-TZVPD basis

XYZ file:
```
74
Properties=species:S:1:pos:R:3:forces:R:3
C -0.467285 -4.161898 -0.870428 1.78 0.84 0.36
O -1.012584 -3.540433 -2.018567 0.24 -1.32 0.33
H -1.026850 -4.511805 -0.002923 -1.30 -0.28 -0.62
H 0.230770 -4.954163 -1.140821 -0.20 -0.16 -0.34
H 0.124818 -3.390807 -0.377546 0.58 0.06 0.17
H -1.407519 -2.732785 -1.681927 -0.58 0.35 -0.32
C -4.777897 1.167176 -1.601414 0.55 -1.93 -0.16
O -4.544965 -0.056794 -2.348754 -0.74 1.03 -0.51
H -5.393202 1.859125 -2.176484 0.24 -0.17 -0.15
H -5.318718 0.861527 -0.705758 -0.02 0.52 0.33
H -3.790264 1.568061 -1.373432 -0.24 0.56 0.22
H -4.142684 -0.721677 -1.785090 0.25 -0.07 0.20
C 2.023846 3.475138 -2.964421 -2.09 -0.07 1.48
O 2.540396 2.431128 -3.702108 0.86 1.00 -1.42
H 1.607028 4.335957 -3.487251 0.57 -0.21 -0.98
H 1.120352 3.105699 -2.479334 -0.46 -0.04 0.39
H 2.571617 3.907304 -2.126998 1.03 -0.24 -0.07
H 2.557877 1.599183 -3.223402 0.14 -0.28 0.48
C 3.893840 0.767831 1.057667 0.61 -0.17 -0.31
O 2.792627 -0.102143 1.344484 0.10 0.40 -0.03
H 3.597150 1.805076 1.213264 -0.08 -0.24 -0.08
H 4.823815 0.607445 1.603132 -0.33 -0.30 0.85
H 4.258463 0.618833 0.041326 -0.55 0.25 -0.45
H 3.040393 -0.891205 1.831919 0.27 0.21 0.13
C -0.384231 0.186190 -0.531945 0.72 -0.56 -0.54
O 0.282225 -1.009691 -0.106385 -0.63 -0.07 0.42
H -1.317646 -0.159196 -0.976409 -0.05 0.37 -0.03
H -0.564368 0.891601 0.279255 -0.05 -0.03 0.23
H 0.256153 0.649970 -1.282220 -0.29 0.31 -0.19
H 1.233689 -0.890642 -0.060058 0.24 0.36 0.10
C 1.686323 3.620699 1.257669 -0.08 0.44 -0.79
O 2.268713 4.104072 2.418604 0.27 -0.20 2.23
H 0.865022 4.293173 1.009997 0.13 0.13 -0.91
H 2.533959 3.559035 0.575174 -0.79 -0.06 -1.10
H 1.200524 2.648428 1.339991 0.46 -0.19 0.63
H 2.530889 5.019096 2.293744 -0.05 -0.08 -0.12
C 2.475476 -3.190377 1.840489 -1.61 0.19 0.56
O 2.431456 -3.043342 3.271031 0.62 0.09 -0.41
H 1.616650 -2.592650 1.535130 0.19 0.25 -0.44
H 3.381875 -2.832413 1.352227 0.14 -0.19 0.17
H 2.181674 -4.191844 1.526085 0.58 -0.29 0.07
H 3.304118 -3.208132 3.635604 0.04 -0.20 0.06
C 2.651247 -1.038572 -2.410770 2.07 2.83 -0.20
O 3.118161 0.117584 -2.496881 -0.55 -0.74 0.41
N 1.980982 -1.617688 -3.367252 -1.21 -1.53 -1.08
N 2.930423 -1.784952 -1.335352 0.08 -0.36 0.89
H 1.938974 -1.210981 -4.290792 -0.15 -0.14 0.31
H 1.831228 -2.599633 -3.184347 -0.57 0.13 -0.96
H 3.636689 -1.347171 -0.761206 -0.26 -0.64 0.27
H 2.609013 -2.741298 -1.288433 0.43 0.20 0.44
C -3.064902 -2.414188 0.074215 -0.94 -1.21 3.59
O -2.957685 -2.125971 -1.044474 0.48 1.98 -7.04
N -2.193527 -2.101839 0.981978 2.85 1.33 3.00
N -4.066016 -3.136826 0.527577 -3.13 -1.96 1.34
H -2.422439 -2.044404 1.964025 -0.02 -0.29 0.24
H -1.309727 -1.692891 0.714096 -0.12 0.00 -0.20
H -4.761834 -3.532026 -0.088668 0.29 0.40 -0.02
H -4.176312 -3.336687 1.511441 0.15 0.00 -0.28
C -2.304405 4.028987 -2.269343 2.69 -3.00 1.60
O -2.268327 3.273381 -3.195347 -0.39 -0.92 -1.58
N -1.676390 3.702171 -1.070316 -0.12 -0.32 0.36
N -2.811768 5.205457 -2.226847 -2.61 5.22 -0.08
H -1.175241 2.825286 -1.065932 -0.02 0.38 0.08
H -1.474200 4.420736 -0.389973 0.16 -0.44 -0.13
H -2.892151 5.732020 -1.368729 0.12 -0.33 -0.16
H -3.284037 5.646841 -3.002892 0.20 -0.58 -0.07
C -1.369682 -1.344444 4.372871 -0.30 -0.02 -0.39
O -2.394879 -1.783937 3.948517 -2.82 -1.21 -1.42
N -1.003699 -1.352525 5.592820 -0.15 -1.29 7.03
N -0.435059 -0.757304 3.725212 3.17 2.50 -5.17
H -0.181135 -0.875321 5.933087 -0.54 -0.28 0.08
H -1.652782 -1.781480 6.236854 0.41 0.17 0.24
H -0.574596 -0.641545 2.731613 0.56 0.12 0.09
H 0.470553 -0.590534 4.140128 -0.27 -0.03 -0.63
```
Positions in Å, forces in eV/Å.

## Properties
Structure (SMILES)   NC(N)=O.NC(N)=O.NC(N)=O.NC(N)=O.CO.CO.CO.CO.CO.CO.CO
E   -1711.14543 a.u.
Charge   0
Frontier orbital gap   9.10 eV
Energy above the lowest of the compared OMol25 structures with the same formula, charge and spin   74.05 kcal/mol
E_HOMO   -9.09 eV